The following is a DFT calculation (ωB97M-V/def2-TZVPD) of a molecular structure, C11H7BrClIrNO6S.

Summary:
Charge: -1
Relative energy (zero: lowest compared OMol25 entry of this formula, charge and spin): 0.0 kJ/mol
2S+1: 5
⟨S²⟩: 6.013
Kohn-Sham gap (alpha / beta): 7.680 / 7.077 eV

Each line ends with the Löwdin charge.
Atoms and positions in Å:
Ir: -0.496 -0.037 -1.737  1.4177
Br: 0.278 2.470 5.310  0.6964
C: 0.850 1.911 3.585  -0.6906
C: 2.112 2.273 3.143  -0.1270
C: 2.522 1.853 1.891  -0.0167
C: 1.680 1.106 1.071  -0.1207
C: 0.420 0.752 1.542  -0.0140
C: 0.003 1.147 2.805  -0.1142
C: 2.222 0.700 -0.280  -0.5655
O: 3.410 0.509 -0.426  0.0814
O: 1.369 0.644 -1.275  -0.2416
H: 2.761 2.868 3.770  0.0960
H: 3.509 2.102 1.525  0.1190
H: -0.243 0.132 0.958  0.0814
H: -0.971 0.855 3.173  0.1034
O: -2.381 -1.229 -2.634  -0.1578
C: -3.073 -0.715 -1.731  -0.5518
O: -2.572 0.034 -0.844  -0.1580
H: -4.155 -0.909 -1.696  0.1343
S: -0.911 1.460 -3.551  0.5260
C: -0.582 2.864 -2.669  -0.8470
N: -0.364 3.840 -2.089  0.0539
Cl: 0.646 -4.589 -2.356  0.5529
C: -0.938 -3.925 -1.860  -0.4960
C: -0.794 -2.932 -0.714  -0.7133
O: -1.344 -3.111 0.350  0.0727
O: -0.042 -1.896 -0.987  -0.2508
H: -1.561 -4.758 -1.551  0.0734
H: -1.357 -3.420 -2.724  0.0566

Forces on the atoms, in the same order (eV/Å):
Ir 0.07 0.24 -0.19
Br 0.00 0.00 0.02
C -0.01 0.00 0.00
C -0.03 0.01 0.05
C 0.01 -0.01 -0.09
C 0.05 -0.04 0.05
C 0.10 0.01 -0.01
C -0.01 0.00 0.02
C 0.06 0.05 0.08
O -0.06 0.04 0.07
O -0.20 -0.15 0.06
H 0.00 0.00 0.00
H 0.00 -0.01 -0.01
H -0.03 -0.03 -0.06
H 0.00 0.01 0.00
O -0.26 -0.10 -0.03
C -0.03 -0.09 -0.02
O 0.24 0.08 0.00
H 0.03 0.03 0.04
S 0.01 -0.13 0.08
C 0.03 -0.02 -0.04
N -0.02 0.03 0.01
Cl 0.07 -0.03 -0.01
C -0.05 -0.06 0.05
C 0.02 0.12 -0.06
O -0.08 -0.13 -0.08
O 0.15 0.12 0.02
H 0.01 0.04 0.01
H -0.04 0.02 0.02